Computed, not measured: the ion C4H11N2O with charge -1, with ωB97M-V with the def2-TZVPD basis set.

Geometry (Å):
C: -0.91 1.08 1.65
O: -1.10 0.69 2.92
C: -0.23 -0.02 0.79
C: 0.24 0.49 -0.56
C: 0.70 -0.59 -1.53
N: -0.45 -1.33 -2.10
N: 0.87 -0.64 1.55
H: -1.85 1.36 1.11
H: -0.26 2.00 1.56
H: -0.98 -0.79 0.62
H: 1.06 1.19 -0.40
H: -0.58 1.08 -1.01
H: 1.32 -1.29 -0.98
H: 1.31 -0.14 -2.32
H: -0.10 -1.91 -2.86
H: -1.02 -0.64 -2.59
H: 0.43 -0.65 2.49
H: 1.56 0.11 1.67

Calculated values
ΔE to the lowest compared entry with this formula, charge and spin, eV: 0.7259
HOMO-LUMO gap, eV: 6.2
Charge: -1
Largest force on an atom, eV Å⁻¹: 0.685
E_HOMO, eV: -2.422
Lowest unoccupied orbital energy, eV: 3.751
SMILES string: NCC[C@@H](N)C[O-]